{
  "formula": "C25H44CeCl3N4O3SeSi",
  "method": "ωB97M-V/def2-TZVPD",
  "species": ["C", "C", "H", "H", "H", "C", "C", "H", "H", "H", "H", "Ce", "Cl", "Cl", "C", "O", "N", "C", "C", "H", "H", "H", "H", "H", "H", "H", "H", "H", "C", "C", "N", "H", "C", "O", "H", "H", "H", "H", "O", "C", "C", "C", "H", "C", "H", "C", "H", "C", "C", "H", "H", "H", "Si", "Cl", "C", "C", "C", "H", "H", "H", "H", "H", "H", "H", "H", "H", "C", "N", "C", "C", "N", "C", "C", "Se", "H", "H", "H", "H", "H", "H", "H", "H"],
  "coordinates": [[1.800, -1.934, -5.369], [1.161, -0.750, -4.652], [2.178, -1.629, -6.354], [1.085, -2.757, -5.514], [2.634, -2.343, -4.783], [0.408, 0.159, -5.397], [-0.110, -0.119, -6.755], [0.318, 1.181, -5.052], [-0.751, -1.014, -6.808], [0.715, -0.244, -7.474], [-0.703, 0.741, -7.085], [-0.962, -0.928, 1.462], [1.746, -0.885, 1.521], [-2.877, -2.620, 2.075], [0.448, 2.146, 1.421], [-0.563, 1.382, 1.331], [0.315, 3.470, 1.404], [-1.016, 4.071, 1.299], [1.474, 4.339, 1.607], [1.466, 1.735, 1.528], [-1.549, 3.694, 0.422], [-0.887, 5.152, 1.186], [-1.634, 3.855, 2.181], [2.372, 3.786, 1.308], [1.589, 4.619, 2.670], [1.382, 5.231, 0.974], [-1.762, -1.579, -3.053], [-2.908, 1.491, -4.029], [-2.792, -1.280, -2.814], [-3.578, 1.047, -3.280], [-2.848, 0.136, -2.406], [-3.187, -1.936, -2.028], [-2.545, 0.591, -1.173], [-2.472, -0.117, -0.149], [-3.986, 1.848, -2.655], [-2.386, 1.693, -1.137], [-3.397, -1.360, -3.725], [-4.385, 0.498, -3.779], [0.802, -1.177, -3.219], [1.764, -0.163, -3.300], [0.194, 1.781, -2.847], [1.460, 1.181, -2.740], [-0.615, 1.185, -3.268], [-0.016, 3.109, -2.460], [2.792, -0.503, -3.148], [2.441, 1.905, -2.020], [-0.978, 3.569, -2.667], [0.998, 3.851, -1.858], [2.218, 3.218, -1.597], [3.376, 1.403, -1.767], [0.854, 4.914, -1.629], [3.007, 3.773, -1.083], [0.536, -3.987, -0.955], [-0.232, -1.832, -0.850], [-0.919, -5.155, -0.778], [1.503, -4.105, 0.649], [1.498, -4.287, -2.476], [-1.867, -4.644, -0.570], [-0.708, -5.847, 0.050], [-1.012, -5.782, -1.676], [0.854, -4.303, -3.362], [1.937, -5.292, -2.376], [2.291, -3.544, -2.607], [0.919, -3.930, 1.561], [2.310, -3.379, 0.634], [1.969, -5.094, 0.702], [2.412, -0.134, 4.684], [1.138, 0.550, 4.685], [0.968, 1.918, 4.707], [-0.361, 2.166, 4.578], [-0.994, 0.944, 4.413], [-2.367, 0.777, 3.950], [-0.062, -0.078, 4.484], [-0.346, -1.881, 4.304], [3.097, 0.417, 5.337], [2.804, -0.188, 3.662], [2.255, -1.149, 5.055], [1.802, 2.597, 4.781], [-0.909, 3.091, 4.557], [-3.021, 1.507, 4.446], [-2.429, 0.955, 2.857], [-2.697, -0.246, 4.179]],
  "lowdin_spin": [0.000, 0.000, 0.000, 0.000, 0.000, 0.000, 0.000, 0.000, 0.000, 0.000, 0.000, 1.005, -0.002, 0.000, 0.000, 0.001, 0.000, 0.000, 0.000, 0.000, 0.000, 0.000, 0.000, 0.000, 0.000, 0.000, 0.000, 0.000, 0.000, 0.000, 0.000, 0.000, 0.000, 0.000, 0.000, 0.000, 0.000, 0.000, 0.000, 0.000, 0.000, 0.000, 0.000, 0.000, 0.000, 0.000, 0.000, 0.000, 0.000, 0.000, 0.000, 0.000, 0.000, -0.002, 0.000, 0.000, 0.000, 0.000, 0.000, 0.000, 0.000, 0.000, 0.000, 0.000, 0.000, 0.000, 0.000, 0.000, 0.000, 0.000, 0.000, 0.000, 0.000, -0.002, 0.000, 0.000, 0.000, 0.000, 0.000, 0.000, 0.000, 0.000],
  "spin_multiplicity": 2,
  "gap_ev": [3.690, 3.690],
  "fmax_ev_per_a": 2.79
}